ORCA calculation (ωB97M-V with the def2-TZVPD basis set) on an isolated molecule of CH2O3P2 in a non-equilibrium geometry.

Structure (XYZ):
```
8
Properties=species:S:1:pos:R:3:forces:R:3
C 0.3389 0.1476 0.0620 0.3 0.0 0.6
O 2.7124 -0.2078 -1.2924 -1.2 0.1 0.1
O 2.2112 -1.9596 0.6283 -0.3 0.4 -0.4
O 2.3830 1.1985 1.0147 1.8 -0.2 1.8
P 1.4700 1.6346 -0.0326 -1.6 1.3 -1.0
P 1.9055 -0.8021 -0.2049 -0.1 -1.2 1.4
H -0.4175 0.0857 0.9318 2.0 -0.2 -0.9
H -0.2542 0.1015 -0.7999 -0.8 -0.3 -1.6
```
Forces are in eV/Å.

Results
LUMO (eV): -1.233
Total charge: 0
Energy relative to the best compared isomer or geometry (same formula, charge and spin) (eV): 0.883
Gap between HOMO and LUMO (eV): 9.2

---

ORCA calculation (ωB97M-V with the def2-TZVPD basis set) on an isolated molecule of C5H7N in a non-equilibrium geometry.

Structure (XYZ):
```
13
Properties=species:S:1:pos:R:3:forces:R:3
C -0.6915 -0.8545 -1.0815 0.0 -0.1 -0.1
C -0.2342 0.4818 -0.5569 -0.2 0.1 -0.2
C -0.5328 0.8577 0.8549 -0.5 -0.3 0.0
C 0.9074 0.5400 0.4076 -0.5 0.9 1.2
C 1.5706 -0.6443 0.8825 0.6 -1.1 0.5
N 2.0957 -1.6060 1.2685 -0.7 1.3 -0.6
H -0.0791 -1.1698 -1.9302 -0.1 0.0 0.1
H -1.7316 -0.7850 -1.4139 0.1 0.0 0.0
H -0.6259 -1.6313 -0.3121 0.0 0.1 -0.1
H -0.2550 1.2933 -1.2764 0.0 -0.1 0.0
H -1.0103 0.1359 1.5014 -0.2 -0.1 -0.1
H -0.8044 1.9007 1.0593 0.5 -0.5 0.0
H 1.3912 1.4814 0.5967 1.0 -0.1 -0.8
```
Forces are in eV/Å.

Results
LUMO (eV): 0.900
Total charge: 0
Energy relative to the best compared isomer or geometry (same formula, charge and spin) (eV): 1.186
Gap between HOMO and LUMO (eV): 11.3

---

ORCA calculation (ωB97M-V with the def2-TZVPD basis set) on an isolated molecule of C19H32N2OS.

Structure (XYZ):
```
55
Properties=species:S:1:pos:R:3:forces:R:3
C 0.4540 -2.9553 -4.4854 -0.3 -0.1 0.0
C -0.9536 -2.8455 -3.9123 0.3 0.1 0.2
C -0.9504 -2.1689 -2.5443 -0.5 -0.2 -0.3
H -0.5182 -1.1704 -2.6383 0.1 0.1 0.1
H -0.3229 -2.7431 -1.8588 0.1 0.0 0.1
C -2.3578 -2.0573 -1.9526 0.4 0.0 -0.1
N -2.3323 -1.3484 -0.6803 -0.2 0.0 -0.1
C -2.5287 0.0866 -0.7960 -0.1 0.2 0.0
C -3.9594 0.5435 -1.0990 0.3 -0.2 0.0
H -4.6363 0.2545 -0.2987 -0.1 0.0 0.1
H -3.9834 1.6256 -1.1967 -0.1 0.1 0.0
H -4.3205 0.1090 -2.0284 -0.1 0.0 -0.1
H -2.2001 0.5397 0.1452 0.1 0.0 -0.1
H -1.8608 0.4437 -1.5842 0.1 0.1 0.1
C -3.1033 -1.9803 0.3821 0.0 -0.3 0.0
H -3.3073 -1.2307 1.1498 -0.1 0.0 0.0
C -2.3196 -3.1321 1.0250 0.0 0.4 0.1
C -1.1903 -2.6316 1.9194 0.1 -0.2 0.2
N -0.3075 -1.7611 1.1719 -0.1 -0.2 0.0
C 0.5366 -0.9156 1.8027 0.0 -0.3 -0.3
O 0.7154 -0.9368 3.0088 0.0 0.0 0.3
C 1.2335 0.0194 0.8806 0.2 0.1 -0.3
C 1.5652 -0.3040 -0.4021 0.2 0.2 -0.2
S 2.3434 0.9860 -1.2230 -0.2 0.0 0.7
C 2.2306 1.9940 0.1838 0.1 -0.4 -0.3
C 1.6306 1.3486 1.2221 0.2 0.0 -0.1
C 1.3946 1.9976 2.5483 -0.3 0.0 0.1
H 0.9370 1.2643 3.2117 0.1 0.1 0.0
C 0.5005 3.2367 2.4426 0.3 0.1 0.2
C 1.2220 4.4793 1.9207 -0.3 -0.1 -0.2
C 1.6305 4.4145 0.4498 0.2 0.1 0.2
H 0.7576 4.1797 -0.1637 0.0 0.0 -0.1
H 1.9902 5.4023 0.1514 0.0 0.0 0.0
C 2.7382 3.3941 0.1628 -0.2 0.2 -0.1
H 3.1733 3.5976 -0.8177 0.1 0.0 0.1
H 3.5291 3.5078 0.9114 0.1 0.0 -0.1
H 2.1117 4.6567 2.5303 0.0 0.1 0.1
H 0.5604 5.3402 2.0513 0.1 0.0 0.0
H 0.1137 3.4654 3.4385 -0.1 0.0 0.0
H -0.3545 3.0138 1.7995 -0.1 0.0 0.0
H 2.3548 2.2861 2.9854 0.0 0.0 0.1
H 1.4320 -1.2382 -0.9089 -0.1 -0.3 0.0
H -0.6325 -1.5516 0.2322 0.0 0.2 0.1
H -0.6155 -3.4771 2.3155 -0.1 0.1 0.1
H -1.5919 -2.0826 2.7806 0.0 -0.1 -0.1
H -1.9038 -3.7685 0.2425 0.0 -0.1 -0.1
H -2.9997 -3.7368 1.6265 0.0 -0.1 0.0
H -4.0702 -2.3573 0.0145 0.0 0.1 0.1
H -3.0134 -1.5579 -2.6786 -0.1 -0.1 0.0
H -2.7564 -3.0626 -1.7960 0.0 0.0 0.0
H -1.3895 -3.8433 -3.8222 -0.1 0.0 0.0
H -1.5811 -2.2714 -4.5981 -0.1 0.0 0.0
H 1.0883 -3.5473 -3.8291 0.1 -0.1 0.0
H 0.9000 -1.9688 -4.5925 0.1 0.1 0.0
H 0.4337 -3.4312 -5.4628 0.1 0.0 -0.1
```
Forces are in eV/Å.

Results
LUMO (eV): 0.672
Total charge: 0
Energy relative to the best compared isomer or geometry (same formula, charge and spin) (eV): 0.000
Gap between HOMO and LUMO (eV): 9.1

---

ORCA calculation (ωB97M-V with the def2-TZVPD basis set) on a 2-piece molecular cluster, C6H12O2 overall in a non-equilibrium geometry.

Structure (XYZ):
```
20
Properties=species:S:1:pos:R:3:forces:R:3
O -0.8625 1.3968 2.1153 0.0 -0.1 0.2
C 0.2550 1.7497 1.8418 -0.1 0.2 -0.3
C 1.3703 0.8294 1.4452 0.0 0.0 -0.1
C 0.9353 -0.4735 0.7836 0.5 -0.3 -0.1
C 0.3553 -0.2140 -0.5827 0.1 0.4 0.4
C 0.3956 -1.0347 -1.6130 0.3 0.1 0.3
C -0.2712 -0.8067 -2.9180 -0.2 -0.7 -0.8
H 0.4955 2.8319 1.8314 0.1 0.0 0.2
H 2.0052 0.7119 2.3317 -0.1 -0.2 0.0
H 1.9866 1.3571 0.7179 0.2 0.2 0.0
H 0.2167 -1.0483 1.3603 -0.2 0.2 0.4
H 1.8274 -1.1096 0.7193 -0.2 0.0 -0.2
H -0.1234 0.7533 -0.6843 -0.4 0.0 -0.1
H 0.9703 -1.9420 -1.4955 0.0 -0.3 -0.1
H -0.6002 -1.7814 -3.3116 0.1 0.3 0.0
H -1.1721 -0.2025 -2.8538 0.1 0.3 0.1
H 0.4022 -0.3968 -3.6824 -0.1 0.0 0.2
H -2.1006 -0.5093 1.6917 -0.4 0.1 -0.5
H -3.2542 0.3653 1.2582 0.1 -0.2 -0.1
O -2.8313 -0.4769 1.0452 0.3 0.0 0.5
```
Forces are in eV/Å.

Results
LUMO (eV): 0.910
Total charge: 0
Energy relative to the best compared isomer or geometry (same formula, charge and spin) (eV): 1.706
Gap between HOMO and LUMO (eV): 10.2

---

ORCA calculation (ωB97M-V with the def2-TZVPD basis set) on an isolated molecule of C4H8 in a non-equilibrium geometry.

Structure (XYZ):
```
12
Properties=species:S:1:pos:R:3:forces:R:3
C -1.4599 -0.0600 0.1383 -2.1 0.3 0.2
C -0.0758 0.0181 -0.4735 -1.2 -2.0 3.8
C 0.9748 0.7650 0.1904 1.5 0.5 -0.3
C 1.1388 -0.7449 0.0721 -1.0 -0.2 0.2
H -1.8487 0.9738 -0.2258 -0.2 -1.7 1.1
H -1.6616 -0.2058 1.2917 1.0 0.5 -2.2
H -2.0932 -0.8770 -0.3803 1.0 1.3 0.8
H -0.2701 0.1233 -1.4734 0.5 0.2 -2.6
H 1.5351 1.3338 -0.5868 0.1 -0.2 1.4
H 0.9013 1.1348 1.2143 -0.3 0.3 -0.6
H 1.8092 -0.9773 -0.7198 0.6 -0.8 -0.2
H 1.0501 -1.4838 0.9530 0.1 1.6 -1.5
```
Forces are in eV/Å.

Results
LUMO (eV): 1.274
Total charge: 0
Energy relative to the best compared isomer or geometry (same formula, charge and spin) (eV): 1.310
Gap between HOMO and LUMO (eV): 11.1

---

ORCA calculation (ωB97M-V with the def2-TZVPD basis set) on C45H58ClN11S2SiY as an isolated structure.

Structure (XYZ):
```
119
Properties=species:S:1:pos:R:3:forces:R:3
Y -0.2956 0.0674 0.4254 -0.2 0.6 0.2
C 5.4649 -2.3937 -1.7748 -0.1 0.0 0.0
Si 5.3987 -0.5484 -1.4892 0.0 -0.1 0.0
C 7.1492 0.0842 -1.1814 0.0 0.0 0.0
C 4.8039 0.3249 -3.0304 0.0 0.1 0.0
C 4.3992 -0.2064 0.0708 0.1 0.1 0.0
C 5.0380 -0.0379 1.2877 -0.1 0.2 0.0
C 4.3090 0.1434 2.4631 0.0 0.1 -0.1
C 2.9297 0.1282 2.3742 0.1 0.1 0.1
N 2.2743 -0.0456 1.2259 0.0 -0.1 0.0
C 2.9800 -0.2110 0.0819 -0.1 -0.1 0.0
S 2.0307 -0.4634 -1.3283 -0.1 0.0 -0.1
H 6.1680 -2.6467 -2.5713 0.0 0.0 0.0
H 4.4772 -2.7625 -2.0606 0.0 0.0 0.0
H 5.7657 -2.9215 -0.8672 0.0 0.0 0.0
H 7.7637 -0.1270 -2.0588 0.0 0.0 0.0
H 7.6371 -0.3825 -0.3250 0.0 0.0 0.0
H 7.1537 1.1656 -1.0280 0.0 0.0 0.0
H 5.5684 0.2259 -3.8056 0.0 0.0 0.0
H 4.6358 1.3906 -2.8572 0.0 0.0 0.0
H 3.8706 -0.0990 -3.3915 0.0 0.0 0.0
H 6.1208 -0.0467 1.3358 0.0 0.0 0.0
H 4.7957 0.2661 3.4212 0.0 0.0 0.0
H 2.3010 0.2351 3.2501 0.0 0.0 0.0
C -2.1167 4.1222 3.2674 0.0 0.0 0.0
N -0.6773 4.0675 3.1054 0.0 0.1 -0.1
C 0.0326 4.1736 4.3750 0.0 0.0 0.1
C -0.2020 3.1698 2.1514 -0.1 -0.2 0.1
N -0.8925 2.3072 1.5270 -0.1 0.2 -0.2
N 1.1671 3.2912 1.9270 0.1 0.0 0.0
C 1.8130 2.8573 0.7671 0.0 0.0 0.0
N 3.1632 3.2119 0.7813 0.0 0.0 0.0
N 1.1978 2.2652 -0.1642 0.0 -0.1 0.0
H -2.3589 4.9996 3.8674 0.0 0.0 0.0
H -2.5154 3.2335 3.7716 0.0 0.0 0.0
H -2.6004 4.2300 2.2968 0.0 0.0 0.0
H -0.4768 3.5841 5.1452 0.0 0.0 0.0
H 0.0792 5.2148 4.7006 0.0 0.0 0.0
H 1.0427 3.7801 4.2964 0.0 0.0 0.0
H -1.8576 2.2521 1.8330 0.0 0.0 0.1
H 1.5976 4.1011 2.3425 0.0 0.0 0.0
H 3.6045 3.0046 1.6693 0.0 0.0 0.0
H 3.6690 2.7463 0.0401 0.0 0.0 0.0
H 1.8052 1.9857 -0.9306 0.0 0.0 0.0
C -0.9062 4.2791 -1.2969 0.0 0.0 0.0
C -0.3529 3.3991 -2.3839 0.0 0.0 0.0
C 0.4639 3.9700 -3.3534 0.0 0.0 0.0
C 0.9643 3.2188 -4.4034 0.0 0.0 0.0
C 0.6143 1.8825 -4.5001 0.0 0.0 0.0
C -0.1963 1.2769 -3.5475 0.0 0.0 0.0
C -0.6017 -0.1576 -3.7174 0.0 0.0 0.0
C -0.6538 2.0291 -2.4553 0.0 0.0 0.0
N -1.3889 1.3754 -1.4323 0.1 0.0 0.0
C -2.6909 1.6321 -1.3275 0.0 0.0 0.0
C -3.4224 2.4869 -2.3356 0.0 0.0 0.0
C -3.4456 1.0222 -0.2986 0.0 0.0 0.0
C -4.9380 1.2484 -0.2672 0.0 0.0 0.0
N -2.8517 0.2199 0.5987 0.2 -0.1 -0.1
C -3.7080 -0.7244 1.2300 -0.1 0.0 0.0
C -4.1501 -1.8489 0.5107 0.0 0.0 0.0
C -3.8547 -2.0410 -0.9536 -0.2 0.1 0.0
C -4.9187 -2.8104 1.1588 0.0 0.0 0.1
C -5.2793 -2.6734 2.4871 0.0 0.0 0.0
C -4.9013 -1.5291 3.1701 0.0 0.0 0.0
C -4.1402 -0.5436 2.5535 0.0 0.0 -0.1
C -3.8977 0.7550 3.2656 0.1 0.0 0.0
H -0.1411 4.9745 -0.9455 0.0 0.0 0.0
H -1.2493 3.6908 -0.4524 0.0 0.0 0.0
H -1.7442 4.8738 -1.6748 0.0 0.0 0.0
H 0.7081 5.0244 -3.2753 0.0 0.0 0.0
H 1.6073 3.6730 -5.1473 0.0 0.0 0.0
H 0.9711 1.2864 -5.3323 0.0 0.0 0.0
H -0.4641 -0.4668 -4.7541 0.0 0.0 0.0
H -1.6433 -0.3149 -3.4358 0.0 0.0 0.0
H -0.0188 -0.8263 -3.0836 0.0 0.0 0.0
H -2.7801 2.7353 -3.1761 0.0 0.0 0.0
H -3.7760 3.4228 -1.8937 0.0 0.0 0.0
H -4.2983 1.9608 -2.7207 0.0 0.0 0.0
H -5.1796 2.2985 -0.4404 0.0 0.0 0.0
H -5.3516 0.9548 0.6966 0.0 0.0 0.0
H -5.4562 0.6665 -1.0355 0.0 0.0 0.0
H -3.0832 -1.3686 -1.3144 -0.1 0.0 0.0
H -4.7654 -1.8803 -1.5389 -0.1 0.0 0.0
H -3.5035 -3.0538 -1.1467 0.0 0.0 0.0
H -5.2296 -3.6868 0.6002 0.0 0.0 0.0
H -5.8644 -3.4396 2.9806 0.0 0.0 0.0
H -5.2105 -1.3822 4.1988 0.0 0.0 0.0
H -4.1824 0.6759 4.3157 0.0 0.0 0.0
H -4.4964 1.5509 2.8064 0.1 0.0 0.0
H -2.8486 1.0387 3.2297 0.1 0.0 0.0
N -0.9981 -2.8930 -1.5527 0.3 0.0 0.0
C -0.7695 -1.9060 -0.9863 0.0 -0.3 -0.1
C -2.2908 -4.1732 5.2342 0.0 0.0 0.0
C -1.8042 -3.4048 4.0404 0.0 -0.1 0.0
C -1.8854 -3.9290 2.7570 0.0 0.0 0.0
C -1.4202 -3.1346 1.7282 -0.1 -0.1 0.1
N -0.9192 -1.9236 1.9497 0.2 0.0 0.0
C -0.8575 -1.4933 3.2341 0.0 0.0 0.0
S -0.2200 0.0921 3.4339 -0.1 0.1 0.0
N -1.2856 -2.2078 4.2826 0.0 0.1 0.0
H -2.9885 -4.9577 4.9433 0.0 0.0 0.0
H -2.7698 -3.4950 5.9379 0.0 0.0 0.0
H -1.4426 -4.6347 5.7439 0.0 0.0 0.0
H -2.3163 -4.9002 2.5621 0.0 0.0 0.0
H -1.4558 -3.4510 0.6936 0.0 0.0 0.0
Cl 3.8694 -6.1460 -0.9718 0.0 0.0 0.0
C 4.3158 -5.0226 0.2804 0.0 -0.1 0.0
C 5.5184 -5.2132 0.9247 0.0 0.0 0.0
C 5.9300 -4.3252 1.9159 0.0 0.0 0.0
C 5.1153 -3.2447 2.2539 0.0 -0.1 0.0
C 3.9146 -3.0572 1.6114 -0.2 0.1 0.1
C 3.4590 -3.9351 0.5894 0.1 0.0 0.1
C 2.2621 -3.6599 -0.0632 0.2 -0.4 -0.2
H 6.1386 -6.0534 0.6441 0.0 0.0 0.0
H 6.8768 -4.4785 2.4152 0.0 0.0 0.0
H 5.4274 -2.5466 3.0208 0.0 0.0 0.0
H 3.2807 -2.2077 1.8669 0.2 -0.4 0.0
H 1.7461 -2.7658 0.1896 -0.5 0.4 0.1
H 1.8763 -4.2534 -0.8776 0.0 0.0 0.0
```
Forces are in eV/Å.

Results
LUMO (spin up / spin down) (eV): 2.203 / 1.861
Total charge: -1
Energy relative to the best compared isomer or geometry (same formula, charge and spin) (eV): 0.742
Gap between HOMO and LUMO (spin up / spin down) (eV): 6.8 / 5.3

---

ORCA calculation (ωB97M-V with the def2-TZVPD basis set) on a 2-piece molecular cluster, C2H11N2 overall in a non-equilibrium geometry.

Structure (XYZ):
```
15
Properties=species:S:1:pos:R:3:forces:R:3
N -0.0369 1.6822 -1.5461 0.2 -0.2 0.2
H 0.6053 1.3972 -2.2796 -0.1 -0.1 -0.1
H 0.2483 0.6021 -0.0704 0.3 0.3 -0.3
H 0.0162 2.6945 -1.5360 -0.2 0.0 0.2
H -0.9711 1.4041 -1.8286 0.0 0.3 -0.2
C -0.4322 -0.2765 1.7313 0.9 1.5 -0.1
N 0.4185 -0.2639 0.4869 -0.7 -0.9 0.4
C 0.0842 -1.4214 -0.3896 0.4 -0.1 -0.3
H 0.1134 -0.8023 2.4948 -0.3 -0.9 0.2
H -0.4504 0.7489 2.1105 -0.3 0.0 -0.2
H -1.4270 -0.6015 1.4769 -0.1 -0.4 0.2
H 1.3899 -0.3458 0.7748 0.1 0.4 -0.2
H 0.1975 -2.3447 0.1643 -0.2 -0.1 0.2
H 0.7436 -1.4673 -1.2469 0.3 0.2 0.0
H -0.9161 -1.2975 -0.7743 -0.4 0.0 0.2
```
Forces are in eV/Å.

Results
LUMO (eV): -3.134
Total charge: +1
Energy relative to the best compared isomer or geometry (same formula, charge and spin) (eV): 0.438
Gap between HOMO and LUMO (eV): 12.2